Record 1
Density functional theory data (ωB97M-V/def2-TZVPD) for a 4-piece molecular cluster, C5H16O3 overall in a non-equilibrium geometry.

Geometry as XYZ:
```
24
Properties=species:S:1:pos:R:3:forces:R:3:nbo_charge:R:1
C 1.65766 -0.86714 -0.70010 0.9 0.3 0.1 -0.59
C 1.75895 -0.22771 0.69320 0.2 -0.4 -0.5 -0.44
C 0.66446 0.78475 0.89405 0.1 -0.1 -0.3 -0.19
C 0.65452 1.95249 0.26397 -0.4 -0.1 0.2 -0.19
C -0.46105 2.94895 0.37836 0.2 0.0 0.0 -0.64
H 1.75566 -0.13991 -1.50727 0.0 0.1 0.1 0.20
H 0.70910 -1.32797 -0.78850 -1.2 -0.3 -0.3 0.19
H 2.40291 -1.64988 -0.86304 0.1 0.1 0.1 0.21
H 2.74920 0.22184 0.78591 0.0 0.1 0.2 0.21
H 1.69262 -1.06195 1.39051 0.0 0.2 0.3 0.22
H -0.19258 0.49389 1.49424 0.0 0.0 0.0 0.20
H 1.49647 2.21154 -0.37288 0.1 0.1 0.0 0.19
H -0.75231 3.34061 -0.59657 0.1 0.2 0.0 0.21
H -0.16436 3.75473 1.05337 0.0 0.3 -0.3 0.22
H -1.34918 2.51410 0.81206 -0.2 -0.3 0.2 0.21
H -0.62659 -3.14828 0.70529 0.2 -0.1 -0.1 0.47
H 0.55337 -3.04154 -0.23909 0.1 0.0 -0.1 0.47
O 0.19670 -3.59129 0.46090 -0.3 0.0 0.3 -0.94
H -2.99047 -1.66182 1.35081 0.2 0.0 0.1 0.47
H -3.58195 -0.68603 0.39318 0.0 0.2 -0.2 0.47
O -2.73654 -0.92322 0.78766 -0.2 -0.1 0.0 -0.94
H -0.40721 0.22516 -2.24593 -0.1 -0.2 -0.3 0.47
H -1.75964 0.03002 -1.66907 -0.2 -0.2 -0.1 0.47
O -1.26976 -0.15134 -2.48107 0.3 0.4 0.5 -0.94
```
Positions in Å, forces in eV/Å.

Properties
Energy above the lowest of the compared OMol25 structures with the same formula, charge and spin ... 56.33 kJ/mol
SMILES ... C/C=C/CC.O.O.O
Kohn-Sham gap ... 0.3531 Eh



Record 2
Density functional theory data (ωB97M-V/def2-TZVPD) for C5H16O5Tl as an isolated structure in a non-equilibrium geometry.

Geometry as XYZ:
```
27
Properties=species:S:1:pos:R:3:forces:R:3:nbo_charge:R:1
Tl -0.37192 1.00504 1.21340 0.0 0.2 -0.4 1.12
C 0.63006 -2.82170 2.64272 0.0 -0.4 -0.6 -0.28
O 0.90671 -1.51321 2.19410 0.5 0.1 0.4 -0.58
H 1.07942 -3.00327 3.63970 0.0 0.2 0.1 0.31
H -0.44157 -2.98605 2.69699 0.0 0.2 0.1 0.21
H 1.12752 -3.57289 2.00004 -0.1 0.0 0.1 0.24
H 1.87785 -1.41380 2.16325 -0.2 0.0 0.0 0.52
C 1.37800 3.39391 -1.28447 -1.2 0.2 0.3 -0.12
C 0.02104 4.02822 -1.07643 0.1 0.1 0.0 -0.12
O -0.49005 3.75163 0.21656 -0.3 -0.1 -0.2 -0.61
O 1.28392 1.99988 -0.97429 0.7 0.1 0.1 -0.65
H 2.08256 3.91560 -0.61543 0.3 -0.2 -0.1 0.26
H 1.70025 3.51534 -2.32497 0.1 0.1 0.0 0.27
H -0.71278 3.70953 -1.84581 0.1 0.1 0.0 0.26
H 0.06938 5.13038 -1.17430 0.1 -0.1 -0.2 0.28
H -1.29699 4.30235 0.30617 0.2 -0.3 0.3 0.53
H 2.18644 1.65757 -1.13161 -0.4 -0.1 0.2 0.52
C -0.53595 -2.57376 -0.81272 1.6 -0.6 -0.4 -0.10
C -1.89436 -1.81160 -0.82788 -1.2 0.8 0.7 -0.09
O -2.19062 -1.29492 0.44592 -0.1 -0.5 -0.8 -0.56
O 0.49571 -1.62531 -0.67004 -0.4 -0.6 -0.3 -0.52
H -0.40186 -3.22963 -1.67711 -0.1 0.4 -0.3 0.26
H -0.49676 -3.26654 0.04256 -0.5 0.3 0.4 0.26
H -2.66795 -2.51432 -1.17454 0.2 -0.4 0.3 0.29
H -1.89470 -0.98243 -1.53331 0.5 0.1 0.0 0.24
H -2.56774 -2.02909 0.97140 0.0 0.4 0.2 0.52
H 1.12440 -1.77091 -1.40991 -0.1 0.3 0.2 0.54
```
Positions in Å, forces in eV/Å.

Properties
Total charge ... +3
Energy above the lowest of the compared OMol25 structures with the same formula, charge and spin ... 40.55 kJ/mol
Kohn-Sham gap ... 0.1035 Eh



Record 3
Density functional theory data (ωB97M-V/def2-TZVPD) for C5H17AsN3OPdS as an isolated structure.

Geometry as XYZ:
```
29
Properties=species:S:1:pos:R:3:forces:R:3:nbo_charge:R:1
Pd -0.95879 0.69716 -0.61999 0.3 -0.1 -0.6 -0.08
N -1.34965 -0.42798 2.34228 -0.1 -0.2 0.0 -0.84
C -1.91789 -1.70187 1.92033 0.0 0.0 0.0 -0.22
C -2.72663 -1.66405 0.62273 0.0 0.0 0.0 -0.24
N -1.87181 -1.37492 -0.53307 -0.1 -0.1 0.1 -0.85
H -2.10696 0.21230 2.56436 0.0 0.0 0.0 0.36
H -0.92336 -0.00765 1.50576 0.1 0.2 0.1 0.37
H -2.55721 -2.09493 2.71612 0.0 0.0 0.0 0.18
H -1.09985 -2.42368 1.79890 0.0 0.0 0.0 0.17
H -3.45550 -0.85340 0.68227 0.0 0.0 0.0 0.22
H -3.26798 -2.61645 0.51101 0.0 0.0 0.0 0.15
H -2.43142 -1.11634 -1.33825 0.0 0.0 0.0 0.39
H -1.29429 -2.16576 -0.78716 0.0 0.0 0.1 0.36
O -3.61841 2.41208 0.75247 0.1 0.1 -0.1 -1.02
S -2.78482 3.22390 -0.17283 0.2 -0.1 0.0 1.22
N -1.55209 2.70761 -0.80952 -0.3 0.2 0.3 -1.07
C 3.16104 0.50207 -2.45319 0.0 0.0 0.0 -0.97
As 1.59132 0.52896 -1.22135 -0.3 0.0 0.2 0.91
C 2.22338 2.04038 -0.13512 0.0 0.0 0.0 -0.96
C 2.31786 -0.87754 -0.04090 0.0 0.0 0.0 -0.97
H 4.09886 0.51603 -1.89208 0.0 0.0 0.0 0.19
H 3.12279 1.37028 -3.11221 0.0 0.0 0.0 0.21
H 3.12169 -0.39795 -3.06877 0.0 0.0 0.0 0.21
H 3.31351 2.11053 -0.14705 0.0 0.0 0.0 0.19
H 1.86892 1.87924 0.88272 0.0 0.0 0.0 0.23
H 1.77481 2.96159 -0.50287 0.0 0.0 0.0 0.24
H 3.32750 -0.63431 0.29916 0.0 0.0 0.0 0.20
H 2.34091 -1.82556 -0.58143 0.0 0.0 0.0 0.21
H 1.65408 -0.97973 0.81770 0.0 0.0 0.0 0.23
```
Positions in Å, forces in eV/Å.

Properties
Total charge ... -1
Energy above the lowest of the compared OMol25 structures with the same formula, charge and spin ... 2.56 kJ/mol
Kohn-Sham gap ... 0.2144 Eh



Record 4
Density functional theory data (ωB97M-V/def2-TZVPD) for C5H17FeO10P as an isolated structure in a non-equilibrium geometry.

Geometry as XYZ:
```
34
Properties=species:S:1:pos:R:3:forces:R:3:nbo_charge:R:1
Fe -0.91798 0.27758 0.10902 -1.6 -0.6 0.3 1.79
O -1.77997 -0.88326 -1.23386 0.6 1.4 0.5 -1.17
H -2.53543 -0.26433 -1.26120 -0.1 -0.8 -0.2 0.44
P -1.78345 1.43703 2.21851 -3.7 5.0 7.6 2.43
O -2.63288 0.57692 1.26339 1.1 -2.0 -2.2 -1.08
O -0.34743 1.24206 1.64211 1.6 -0.2 -1.0 -1.20
O -1.85340 1.17306 3.75252 1.0 -2.0 -2.4 -1.16
O -2.38442 2.87278 2.22096 1.5 -0.7 -2.5 -1.19
C -0.29736 -2.66962 1.04718 -0.4 -1.0 -0.6 -0.09
C 0.30378 -3.44612 -0.15069 -0.7 -0.7 1.1 -0.09
O 1.64344 -3.81967 0.07518 1.4 0.7 -0.1 -0.72
O 0.09611 -1.33014 1.07907 0.7 0.6 -0.2 -0.75
H 0.02878 -3.08529 2.00057 0.1 -0.6 -0.2 0.18
H -1.38711 -2.64879 1.05768 -0.1 -0.6 -0.4 0.20
H 0.27525 -2.95487 -1.12330 -0.8 0.4 0.3 0.18
H -0.12654 -4.44624 -0.20263 -1.4 0.3 -0.2 0.17
H 1.99208 -3.75626 -0.81702 0.8 -0.2 0.3 0.46
H 0.22225 -1.11949 2.00714 0.1 0.7 0.1 0.52
C 2.50868 1.41912 0.33199 -1.3 -1.2 -1.6 -0.07
C 2.34091 0.58967 -1.05146 2.7 -0.2 1.8 -0.08
O 1.00206 0.32847 -1.21677 -1.8 0.1 -0.4 -0.76
O 2.19849 0.68740 1.50229 1.9 0.0 -1.1 -0.74
H 1.74056 2.16228 0.11799 0.0 0.6 0.6 0.18
H 3.48698 1.89610 0.39119 0.0 -0.2 0.1 0.17
H 2.89327 -0.34910 -1.09266 0.1 -0.5 0.9 0.15
H 2.82989 1.04690 -1.91166 -0.5 1.2 -0.1 0.15
H 0.85795 -0.25742 -1.96348 -0.3 -0.1 0.0 0.50
H 1.26686 0.78574 1.71203 -0.9 0.7 0.1 0.51
C -1.64974 2.29885 -2.05229 -0.3 0.1 -2.2 -0.26
O -1.18643 2.20931 -0.75036 0.3 0.1 -0.4 -0.75
H -2.65272 2.72231 -2.10536 -0.2 -0.2 0.1 0.18
H -1.01917 2.93611 -2.67229 0.3 0.3 0.0 0.16
H -1.64513 1.33427 -2.55993 -0.1 -0.2 0.4 0.20
H -1.48816 3.03464 -0.36386 0.0 -0.1 1.7 0.53
```
Positions in Å, forces in eV/Å.

Properties
Multiplicity ... 6
Total charge ... -1
Kohn-Sham gap (spin up / spin down) ... 0.2039 / 0.1784 Eh



Record 5
Density functional theory data (ωB97M-V/def2-TZVPD) for C5H17N2 as an isolated structure.

Geometry as XYZ:
```
24
Properties=species:S:1:pos:R:3:forces:R:3:nbo_charge:R:1
C 0.99865 0.77663 3.05106 0.1 0.3 0.1 -0.63
C 0.47697 0.65204 1.63580 -0.2 0.0 0.1 -0.22
N -0.02407 -0.72301 1.30927 0.3 0.4 0.6 -0.78
H 1.35348 1.79843 3.19363 0.0 0.0 0.1 0.24
H 0.21841 0.60352 3.79231 0.0 -0.1 0.0 0.22
H 1.83955 0.11828 3.26837 0.0 -0.1 -0.1 0.22
H -0.36146 1.33447 1.49229 0.0 0.0 -0.1 0.21
H 1.24243 0.93246 0.91402 0.1 -0.2 -0.1 0.20
H 0.64429 -1.38566 1.69541 0.0 -0.2 -0.1 0.40
H -0.12732 -0.84429 -0.00218 -0.2 -0.1 -0.5 0.44
H -0.87581 -0.86981 1.84942 -0.1 -0.1 -0.2 0.40
C -2.06820 0.67560 -1.55408 0.3 0.1 -0.1 -0.63
C -0.58009 0.47198 -1.79885 -0.3 -0.2 0.0 -0.22
N -0.13499 -0.85400 -1.28890 0.0 0.2 0.3 -0.58
C 1.22786 -1.21387 -1.75227 -0.4 -0.1 0.3 -0.42
H -2.32967 1.69700 -1.81985 -0.1 0.0 0.0 0.25
H -2.33039 0.52112 -0.50739 0.0 0.0 0.0 0.21
H -2.66679 0.00840 -2.17244 0.0 -0.1 0.0 0.22
H 0.00083 1.24771 -1.30627 0.2 0.0 0.1 0.20
H -0.35057 0.50728 -2.86389 0.0 0.1 0.0 0.21
H -0.81765 -1.54301 -1.59761 0.1 -0.1 -0.1 0.40
H 1.38220 -2.27453 -1.57477 0.1 0.0 0.0 0.23
H 1.34494 -0.98971 -2.80880 0.1 0.0 0.0 0.22
H 1.93740 -0.64705 -1.15428 0.2 0.1 -0.2 0.21
```
Positions in Å, forces in eV/Å.

Properties
Total charge ... +1
Energy above the lowest of the compared OMol25 structures with the same formula, charge and spin ... 31.04 kJ/mol
Kohn-Sham gap ... 0.4361 Eh